# 1
Molecular formula: C3H9N2S
Method: DFT, ωB97M-V/def2-TZVPD

Atoms and positions in Å:
N (-0.7934, -2.3844, 0.2252)
C (-1.0864, -0.9686, 0.2384)
N (0.0170, -0.1343, 0.7621)
C (0.8603, 0.4651, -0.2368)
C (0.7193, 1.9523, -0.5192)
S (-0.3237, 2.5676, -1.8348)
H (-0.7350, -2.7910, 1.1469)
H (0.0790, -2.5169, -0.2757)
H (-1.9394, -0.8999, 0.9365)
H (-1.3814, -0.6259, -0.7553)
H (-0.3122, 0.4807, 1.4903)
H (1.9165, 0.2579, 0.1036)
H (0.7908, -0.1275, -1.1571)
H (0.4359, 2.3911, 0.4888)
H (1.7526, 2.3338, -0.6130)

Summary:
Maximum force, eV/A: 1.99
Energy above the lowest of the compared OMol25 structures with the same formula, charge and spin, kcal/mol: 20.96
Net charge: -1
Multiplicity: 1
Kohn-Sham gap, eV: 6.36
SMILES string: NCNCC[S-]

=====

# 2
Molecular formula: C2H8N3O2
Method: DFT, ωB97M-V/def2-TZVPD

Atoms and positions in Å:
C (1.2133, 1.2616, -0.0638)
C (1.5707, -1.0903, 0.1866)
N (-1.7109, 0.6994, -0.0763)
N (0.9918, -0.0356, -0.4954)
N (-1.0362, -0.2919, -0.0877)
O (-3.0665, 0.5669, -0.0428)
O (-1.3874, -1.5595, -0.0974)
H (2.1041, 1.5839, -0.6359)
H (0.4112, 1.9211, -0.4068)
H (1.4208, 1.3923, 1.0066)
H (2.4828, -1.3228, -0.3867)
H (1.8407, -0.9028, 1.2307)
H (0.9711, -1.9978, 0.0642)
H (-3.4472, 1.4592, -0.0423)
H (-2.3583, -1.6838, -0.1529)

Summary:
Maximum force, eV/A: 1.92
Energy above the lowest of the compared OMol25 structures with the same formula, charge and spin, kcal/mol: 187.37
Net charge: +1
Multiplicity: 1
Kohn-Sham gap, eV: 8.93

=====

# 3
Molecular formula: C16H30BCsF2MgN3O12S2
Method: DFT, ωB97M-V/def2-TZVPD

Atoms and positions in Å:
N (-3.2279, 2.8028, -0.7271)
C (-1.9260, 2.1794, -0.3363)
C (-1.0770, 3.1234, 0.4848)
O (-1.9117, 3.6845, 1.5113)
C (0.0702, 2.3896, 1.1809)
B (0.7345, 1.1615, 0.3370)
C (-0.0250, -0.3406, 0.3347)
C (-0.3517, -0.7977, 1.7200)
C (-0.9790, -2.2112, 1.7469)
C (-1.9884, -2.4293, 0.6665)
O (-1.7921, -3.1010, -0.2295)
O (-3.1869, -1.7994, 0.8083)
C (1.0678, 1.5753, -1.2126)
O (0.5137, 0.7204, -2.1625)
O (0.4063, 1.4198, -3.3919)
H (-3.1481, 3.8186, -0.7216)
H (-3.8864, 2.4802, -0.0407)
H (-2.1709, 1.3292, 0.2721)
H (-1.4314, 1.9086, -1.2502)
H (-0.7329, 3.9800, -0.0623)
H (-2.3279, 2.9430, 1.9527)
H (-0.2755, 2.1019, 2.1636)
H (0.8464, 3.1233, 1.3502)
H (1.8014, 0.9221, 0.9229)
H (-0.8608, -0.3172, -0.3666)
H (0.6857, -1.0341, -0.0829)
H (0.4990, -0.7862, 2.3623)
H (-1.0803, -0.1369, 2.1584)
H (-0.2585, -2.9996, 1.7807)
H (-1.5159, -2.2621, 2.6791)
H (-3.0540, -0.8717, 0.5991)
H (0.8272, 2.5933, -1.4617)
H (2.1680, 1.4489, -1.3099)
H (-0.5414, 1.4750, -3.5284)
N (4.7248, 2.6215, -1.3746)
C (4.7407, 3.9206, -1.0906)
C (5.6115, 4.8294, -1.6812)
C (6.5132, 4.3583, -2.6153)
C (6.4985, 3.0067, -2.9112)
C (5.5927, 2.1879, -2.2709)
H (4.0183, 4.2447, -0.3508)
H (5.5799, 5.8754, -1.4134)
H (7.2108, 5.0281, -3.1007)
H (7.1953, 2.5758, -3.6460)
H (5.5537, 1.1178, -2.4821)
Cs (-5.5866, 3.2231, -0.9727)
C (-3.4242, -2.2456, -5.0538)
O (-3.6106, -3.3876, -4.2237)
C (-3.4558, -3.1612, -2.9191)
O (-3.1797, -2.1053, -2.4119)
O (-3.6438, -4.2942, -2.2718)
C (-3.4851, -4.1972, -0.8456)
H (-3.5784, -2.5721, -6.0775)
H (-4.1524, -1.4720, -4.8143)
H (-2.4120, -1.8576, -4.9534)
H (-4.2130, -3.5060, -0.4263)
H (-2.4740, -3.8847, -0.5869)
H (-3.6652, -5.1885, -0.4434)
Mg (7.6742, 0.8275, -4.4783)
N (1.1962, -3.2726, 5.9724)
S (1.1587, -4.6898, 6.7030)
O (0.7098, -5.7708, 5.8982)
O (0.7585, -4.6649, 8.0639)
F (2.7204, -4.9231, 6.7845)
S (-0.2266, -2.7003, 5.6435)
O (-0.1969, -1.6086, 4.7210)
O (-1.1327, -2.5634, 6.7261)
F (-0.8904, -3.8447, 4.7557)

Summary:
Maximum force, eV/A: 8.65
Energy above the lowest of the compared OMol25 structures with the same formula, charge and spin, kcal/mol: 90.24
Net charge: +1
Multiplicity: 1
Kohn-Sham gap, eV: 1.55

=====

# 4
Molecular formula: C2H5P
Method: DFT, ωB97M-V/def2-TZVPD

Atoms and positions in Å:
C (-0.6014, 0.9461, -0.3894)
C (-0.7128, -0.3554, -0.3255)
P (1.9131, -1.6033, 1.2422)
H (-0.9955, 1.6300, 0.4323)
H (-0.4306, -1.0285, -1.0523)
H (-0.9270, -0.9013, 0.5790)
H (2.1051, -0.1927, 0.7599)
H (-0.3509, 1.5052, -1.2462)

Summary:
Maximum force, eV/A: 3.01
Energy above the lowest of the compared OMol25 structures with the same formula, charge and spin, kcal/mol: 68.05
Multiplicity: 1
Kohn-Sham gap (alpha / beta), eV: 7.32 / 7.27

=====

# 5
Molecular formula: C3H6N3
Method: DFT, ωB97M-V/def2-TZVPD

Atoms and positions in Å:
C (-1.3501, 0.8602, 0.0219)
C (-0.2268, -1.0809, 0.0727)
C (0.6432, 0.0542, 0.1100)
N (-1.4287, -0.5926, 0.0071)
N (0.0169, 1.1603, 0.0791)
N (2.6218, 0.0382, 0.2363)
H (-1.8847, 1.2920, 0.8813)
H (-1.8055, 1.3153, -0.8705)
H (0.0219, -2.1291, 0.0867)
H (-2.2956, -1.1147, -0.0521)
H (2.8644, -0.7314, -0.3810)
H (2.8234, 0.9284, -0.1915)

Summary:
Maximum force, eV/A: 6.04
Energy above the lowest of the compared OMol25 structures with the same formula, charge and spin, kcal/mol: 66.34
Net charge: +1
Multiplicity: 1
Kohn-Sham gap, eV: 8.54

=====

# 6
Molecular formula: CH5NOSi
Method: DFT, ωB97M-V/def2-TZVPD

Atoms and positions in Å:
Si (-0.0950, 0.9321, -1.5906)
H (-0.1340, -0.3022, -2.5179)
H (-1.3261, 1.7190, -1.6548)
H (0.2247, 0.5892, -0.1763)
H (1.1204, 1.9026, -1.9212)
N (0.1349, -0.5421, 2.1016)
C (0.1131, -1.6690, 1.8107)
O (0.4477, -2.7241, 1.4200)
H (-0.4856, 0.0944, 2.5286)

Summary:
Maximum force, eV/A: 4.75
Energy above the lowest of the compared OMol25 structures with the same formula, charge and spin, kcal/mol: 15.38
Multiplicity: 1
Kohn-Sham gap, eV: 11.66
SMILES string: [SiH4].N=C=O

=====

Number 3 is which compound? C16H30BCsF2MgN3O12S2

=====

What is the formula in the fourth record? C2H5P